Entry 1:
The following is a DFT calculation (ωB97M-V/def2-TZVPD) of C16H44FeN7O13 as an isolated structure in a non-equilibrium geometry.

- 2S+1: 5
- E: -3260.786436 a.u.
- Total charge: -1
- Maximum force: 0.05090 hartree/bohr
- Molecular weight: 598.41 Da
- Gap between HOMO and LUMO (spin up / spin down): 0.25147 / 0.24932 Eh
- HOMO energy (spin up / spin down): -0.1791 / -0.1791 hartree

Last column: Mulliken charge in e.
Geometry (Å):
Fe -0.46744 4.99823 22.18254  0.79
N -3.50562 4.28499 21.68820  0.99
O -2.30381 4.00024 22.00723  -0.06
O -3.90508 5.42930 21.98142  -0.82
O -4.15125 3.48958 21.00847  -0.75
N -0.48517 5.46738 18.82166  0.73
O -0.50043 5.20268 20.07578  -0.47
O -0.67502 4.60988 17.97183  -0.52
O -0.30130 6.65614 18.52263  -0.66
N 0.63207 1.79220 22.40769  0.81
O 0.45058 3.04580 22.59252  -0.52
O 0.77980 1.37970 21.24783  -0.60
O 0.62919 1.02438 23.38888  -0.62
C -2.13541 8.80967 23.53870  -1.43
C -1.17785 7.62829 23.44571  0.08
C -1.45609 6.51313 24.50366  -0.20
O -0.93319 5.23959 24.20494  -0.12
C -1.20442 4.17544 25.08731  -0.57
N -1.47534 6.95981 22.14323  -0.13
H -1.94429 9.55435 22.76368  0.40
H -2.05521 9.38467 24.46814  0.39
H -3.19987 8.57697 23.46815  0.33
H -0.12735 7.91989 23.44899  0.41
H -2.54247 6.43700 24.60644  -0.04
H -0.94457 6.85477 25.41118  0.39
H -2.26157 4.05784 25.34760  0.21
H -0.70787 4.31284 26.05196  0.32
H -0.91325 3.22616 24.64249  0.15
H -2.49487 6.96236 22.12429  0.08
H -1.27957 7.61179 21.38364  0.28
C -9.46978 5.99877 26.18997  -1.54
C -8.23739 5.85692 25.32453  0.74
C -7.39340 4.68096 25.83372  -0.78
O -6.26623 4.42008 25.03220  -0.30
C -5.29367 5.41293 24.98638  -0.11
N -8.75589 5.50749 23.97573  -0.71
H -9.98794 5.05286 26.38688  0.35
H -10.23955 6.59983 25.70172  0.34
H -9.37429 6.36859 27.21596  0.39
H -7.74083 6.83107 25.36381  0.19
H -8.00103 3.77952 25.82378  0.38
H -7.14151 4.94793 26.86774  0.33
H -4.95813 5.66837 26.00351  0.37
H -5.55235 6.38429 24.54417  0.28
H -4.43662 5.06841 24.41021  -0.47
H -7.91056 5.30189 23.44178  0.25
H -9.15288 6.29373 23.47135  0.26
C -2.46914 -0.51292 20.89823  -1.35
C -2.88247 0.17773 19.56574  0.48
C -4.38542 0.25536 19.31671  -0.36
O -4.57612 0.58150 17.95858  -0.31
C -5.86346 0.35114 17.50094  -0.77
N -2.35576 1.53861 19.57011  -0.42
H -3.09547 -1.37939 21.15612  0.40
H -2.61073 0.20019 21.71055  0.22
H -1.45720 -0.91223 20.88491  0.35
H -2.50901 -0.46924 18.76701  0.19
H -4.86070 1.08799 19.85721  -0.05
H -4.90002 -0.66512 19.62537  0.60
H -6.61317 1.07699 17.85616  0.22
H -6.20387 -0.68049 17.63489  0.33
H -5.92568 0.60878 16.43754  0.29
H -2.90342 2.12413 20.19587  -0.06
H -1.43559 1.59979 19.99410  0.29
C -4.35130 5.16051 16.29688  -1.81
C -4.27448 5.01960 17.80337  0.60
C -5.60716 5.42614 18.50378  -0.38
O -6.63154 4.48275 18.25638  -0.38
C -7.46893 4.18612 19.34317  -0.79
N -4.03967 3.56748 18.10558  -0.30
H -5.15861 4.61620 15.80102  0.30
H -3.41768 4.75760 15.90296  0.42
H -4.48463 6.22774 16.09738  0.43
H -3.37142 5.55455 18.10625  0.30
H -5.91733 6.39281 18.08788  0.45
H -5.40398 5.46267 19.57665  0.16
H -7.94559 5.10910 19.69612  0.39
H -7.01937 3.60191 20.14698  0.22
H -8.32251 3.64007 18.93335  0.32
H -4.24482 3.46189 19.09838  0.10
H -4.89192 3.24290 17.64942  0.10

=====

Entry 2:
The following is a DFT calculation (ωB97M-V/def2-TZVPD) of C24H43O5S3Si4TeTi as an isolated structure.

- E: -4786.724195 a.u.
- Total charge: -1
- Maximum force: 0.01432 hartree/bohr
- Molecular weight: 795.62 Da
- Gap between HOMO and LUMO: 0.23229 Eh
- HOMO energy: -0.1503 hartree

Last column: Mulliken charge in e.
Geometry (Å):
Ti 1.29039 2.75399 -0.65270  -0.03
C 4.20570 1.70392 -0.07754  -0.38
O 3.41406 2.45997 -0.98999  -0.25
C 2.38260 1.68657 -1.65875  0.47
C 2.85731 0.75377 -2.70879  -0.69
H 3.57297 1.19257 0.65227  -0.10
H 4.87156 2.40242 0.42860  0.26
H 4.79997 0.96673 -0.62392  0.30
H 3.58376 1.24407 -3.36745  0.41
H 2.00479 0.43797 -3.30881  -0.19
H 3.33137 -0.14636 -2.29745  0.26
O 1.32854 1.85956 1.32770  0.51
S 0.12893 2.02133 2.23435  0.31
C 0.58096 3.32460 3.36365  0.15
C 1.88274 3.43729 3.82800  -0.21
C 2.20037 4.48609 4.67198  -0.80
C 1.22340 5.40654 5.03759  -0.37
C -0.06885 5.29215 4.55051  -0.74
C -0.39492 4.24848 3.69442  -0.04
C 0.32835 0.63467 3.35921  0.61
C -0.53764 0.50190 4.43560  -0.75
C -0.40798 -0.59080 5.27630  -0.70
C 0.58117 -1.53825 5.03849  -0.42
C 1.43645 -1.39385 3.95745  -0.71
C 1.30962 -0.30447 3.10584  0.16
H 2.63038 2.72165 3.50947  0.31
H 3.21314 4.59772 5.03680  0.39
H 1.48189 6.23207 5.68844  0.37
H -0.81607 6.03154 4.80611  0.39
H -1.37804 4.17678 3.24697  0.42
H -1.30495 1.24584 4.61561  0.44
H -1.07964 -0.70459 6.11725  0.39
H 0.67819 -2.39254 5.69622  0.39
H 2.20058 -2.13540 3.76216  0.42
H 1.95726 -0.17179 2.25275  0.03
C -1.42278 -3.17141 -4.64582  -1.19
Si -0.41164 -1.73965 -3.92799  0.71
C -0.63653 -0.23839 -5.04181  -1.18
C 1.38050 -2.33977 -3.98432  -0.85
Si -1.12197 -1.23336 -1.74790  0.29
Te -1.00459 1.13359 -1.02216  -0.55
Si -0.06556 -2.67314 -0.25441  0.03
C -0.82064 -2.49756 1.46496  -0.78
C -0.23041 -4.49046 -0.76479  -1.03
C 1.77519 -2.25750 -0.19576  -0.40
Si -3.43928 -1.59696 -1.69452  0.29
C -4.23319 -0.62442 -3.10148  -1.01
C -4.17355 -1.00943 -0.06207  -1.03
C -3.91732 -3.42118 -1.88051  -1.07
H -1.01636 -3.45661 -5.62096  0.40
H -2.46862 -2.89241 -4.78870  0.24
H -1.39195 -4.05167 -4.00032  0.28
H -0.05229 -0.33791 -5.96072  0.40
H -0.33167 0.67759 -4.53189  0.29
H -1.68688 -0.11932 -5.31626  0.30
H 1.70277 -2.44821 -5.02430  0.42
H 1.46395 -3.31999 -3.50763  0.28
H 2.07094 -1.66303 -3.48396  -0.04
H -1.81804 -2.94330 1.49215  0.36
H -0.91612 -1.44680 1.74652  0.08
H -0.20461 -2.99930 2.21583  0.33
H -1.27152 -4.76479 -0.94700  0.23
H 0.15753 -5.14462 0.02196  0.37
H 0.33390 -4.69732 -1.67713  0.26
H 1.91128 -1.18385 -0.05815  -0.49
H 2.26983 -2.53290 -1.12965  0.37
H 2.27134 -2.78701 0.62373  0.46
H -3.84930 0.39734 -3.12126  0.29
H -5.31843 -0.58179 -2.97300  0.39
H -4.02733 -1.08485 -4.07062  0.25
H -3.84463 0.00644 0.16182  0.27
H -3.86809 -1.65431 0.76449  0.25
H -5.26633 -1.01801 -0.11450  0.36
H -3.45887 -3.89237 -2.75044  0.29
H -5.00346 -3.50329 -1.98739  0.38
H -3.63041 -3.99266 -0.99456  0.27
O 0.11408 6.55711 -0.05200  -0.67
S 0.37264 5.16945 -0.30522  1.00
O -0.49432 4.18484 0.40209  -0.54
O 1.77209 4.71195 0.07050  -0.50
S 0.31224 4.52910 -2.23318  -0.43

=====

molecular weight of number 1 (C16H44FeN7O13)? 598.41 Da